No. 1
This record from OMol25 describes C5H12AlO3 as an isolated structure in a non-equilibrium geometry. The level of theory is ωB97M-V/def2-TZVPD.

Values from the calculation:
⟨S²⟩: 0.7504
Lowest unoccupied orbital energy (spin up / spin down): -0.34880 / -0.38072 Ha
HOMO energy (spin up / spin down): -17.5 / -20.0 eV
Energy above the lowest of the compared OMol25 structures with the same formula, charge and spin: 0.0 kcal per mole
Charge: +2
Max |F|: 0.06130 hartree/bohr
Orbital gap (spin up / spin down): 7.98 / 9.63 eV
2S+1: 2

The geometry in XYZ format:
```
21
Properties=species:S:1:pos:R:3:forces:R:3:lowdin_spin:R:1
H -2.8297 -1.0851 0.5427 0.147 0.093 0.238 0.00
H -1.2604 1.5959 0.9982 0.092 -0.332 0.245 0.00
C -0.6513 -0.8597 -1.9750 0.455 -0.489 -1.668 0.01
H 0.1605 -0.1260 -2.1343 -0.458 -0.119 0.275 0.00
H -1.4869 -0.8735 -2.6958 0.015 -0.013 0.450 0.00
H 3.2533 -0.7173 -0.6215 -0.023 0.257 0.061 0.01
H 2.9813 0.9293 -1.2657 -0.084 -0.106 0.281 0.00
C -0.8102 0.8014 0.3834 1.413 2.457 1.379 0.01
H 1.1304 1.3466 1.4133 -0.310 0.139 -0.295 0.00
H 0.8941 2.0868 -0.2431 0.160 -0.158 0.248 0.00
C -2.2567 -0.7838 1.4320 -1.705 -0.665 0.491 0.01
Al 0.4209 -1.6512 0.3898 0.671 0.809 0.605 0.59
H -2.2015 -1.6143 2.1436 -0.038 0.217 -0.166 0.00
O -0.5285 -1.7756 -1.1553 -0.439 0.520 -0.466 0.12
H -2.7403 0.0796 1.9078 0.284 -0.244 -0.093 0.00
O -0.9266 -0.4447 1.0603 1.665 -0.185 -0.298 0.11
C 0.7763 1.1919 0.3825 -3.081 0.442 -0.263 0.01
H 3.2997 0.6865 0.4995 -0.101 -0.120 -0.273 0.00
O 1.4332 0.0923 -0.1807 -0.976 -2.162 0.042 0.11
H -1.4896 0.8521 -0.4794 0.814 -0.328 -0.605 0.00
C 2.8320 0.2686 -0.4024 1.498 -0.014 -0.187 0.01
```
Positions in Å, forces in eV/Å.

=====

No. 2
This record from OMol25 describes C5H12BBr4Na6O3 as an isolated structure in a non-equilibrium geometry. The level of theory is ωB97M-V/def2-TZVPD.

Values from the calculation:
⟨S²⟩: 0.7506
Lowest unoccupied orbital energy (spin up / spin down): -0.26598 / -0.27294 Ha
HOMO energy (spin up / spin down): -11.3 / -14.6 eV
Energy above the lowest of the compared OMol25 structures with the same formula, charge and spin: 5.6 kcal per mole
Charge: +2
Max |F|: 0.14401 hartree/bohr
Orbital gap (spin up / spin down): 4.09 / 7.22 eV
2S+1: 2

The geometry in XYZ format:
```
31
Properties=species:S:1:pos:R:3:forces:R:3:lowdin_spin:R:1
Na -2.4575 -1.3044 -2.4385 0.614 0.104 0.288 0.17
H -1.9555 -0.5179 4.0686 0.551 -0.571 0.603 0.00
Br 2.9826 -3.1057 0.8681 -1.895 -0.005 -0.928 0.00
H -1.2695 5.0446 0.5258 -2.044 0.779 3.476 0.00
C 1.5762 -2.8816 -0.6636 1.335 0.592 0.611 0.00
O -0.3756 0.1939 -2.3122 -0.024 -1.842 -7.172 0.12
H 0.2656 -1.9735 2.4060 -0.115 -0.308 0.118 0.00
Br 0.2672 0.7162 3.9169 -0.513 -0.086 -0.279 0.00
H 1.0352 -1.9417 -0.5543 -0.103 -0.202 0.745 0.00
Na -0.4303 2.5738 1.1889 0.690 0.357 -0.200 0.03
H 0.9165 -3.7493 -0.6532 0.270 0.015 0.035 0.00
Br -1.7373 -3.4180 3.1853 0.565 0.557 -0.266 0.00
Na -0.9285 2.9530 -2.5897 0.080 0.589 0.654 0.18
Br 3.6607 -1.1696 -1.6437 -0.777 -0.554 -0.914 0.00
H 3.1001 -3.5978 -1.9545 0.298 0.228 0.114 0.00
C -0.4732 0.4042 -1.1134 1.935 2.503 1.654 0.02
H 1.9326 -2.7966 -2.8729 -0.306 0.909 0.132 0.00
C -1.1034 -0.6383 3.3996 0.532 0.362 0.156 0.00
H 0.2349 -2.2549 4.1776 -0.172 0.350 -0.086 0.00
C 2.4233 -2.7450 -1.9010 1.152 -0.967 0.223 0.00
Na 2.0234 1.0402 -2.4173 -0.196 -0.128 0.657 0.09
H 0.2678 5.0816 -0.3906 3.991 0.790 0.179 0.00
Na -3.4216 0.8002 0.2025 0.343 -0.152 0.089 0.07
H -0.8518 3.7515 -0.6444 -0.336 -5.007 -0.607 0.00
Na -0.7985 0.5769 -4.8218 -0.018 -0.180 0.017 0.27
C -0.3556 -1.9868 3.3015 -1.345 0.374 -0.045 0.00
O 0.3061 1.2542 -0.6388 1.887 2.098 1.536 0.01
B -0.7737 4.7998 -0.4008 0.113 0.261 0.014 0.01
H -1.2237 5.2639 -1.2647 -2.007 2.083 -3.180 0.00
O -1.3293 -0.1323 -0.4341 -4.980 -2.372 2.819 0.03
H -1.5073 -0.2408 2.4685 0.472 -0.577 -0.443 0.00
```
Positions in Å, forces in eV/Å.

=====

No. 3
This record from OMol25 describes the molecule C5H12BNS in a non-equilibrium geometry. The level of theory is ωB97M-V/def2-TZVPD.

Values from the calculation:
Lowest unoccupied orbital energy: 0.02300 Ha
HOMO energy: -8.3 eV
SMILES string: CN(C)B1CCCS1
Energy above the lowest of the compared OMol25 structures with the same formula, charge and spin: 32.0 kcal per mole
Max |F|: 0.08913 hartree/bohr
Orbital gap: 8.94 eV

The geometry in XYZ format:
```
20
Properties=species:S:1:pos:R:3:forces:R:3:nbo_charge:R:1
S 1.4455 -1.5051 -0.0092 -1.171 2.541 0.422 -0.14
H 2.3034 1.0855 -1.3680 0.000 0.112 0.424 0.20
H -2.1362 -2.2465 -1.0350 0.148 0.596 0.489 0.19
H -2.4613 -2.2143 0.7199 0.129 -0.152 0.092 0.19
H 0.3761 2.0380 -0.9240 -0.396 -1.061 1.289 0.24
H -3.2773 -0.2589 0.4297 -1.280 0.178 0.239 0.20
H -2.7129 0.7800 -0.8922 -0.268 -0.163 -1.018 0.19
H 3.5500 -0.5097 -0.2123 0.391 0.385 0.417 0.22
N -1.3593 -0.5423 0.0963 0.664 0.380 -1.027 -0.70
C 2.6955 -0.1613 0.3628 -0.831 0.868 0.305 -0.49
H -0.7386 -2.5718 0.0692 -2.121 0.988 0.093 0.23
C 2.1051 1.1962 -0.2854 4.338 -1.460 0.246 -0.39
C -2.4938 0.3614 0.0654 0.603 0.344 0.785 -0.40
H -2.3637 1.2471 0.6987 0.138 -0.394 0.261 0.20
B -0.0508 -0.0835 -0.0537 1.905 -1.932 0.556 0.79
H 2.7418 2.0661 0.0813 -0.877 -0.939 -0.430 0.21
C 0.6822 1.3297 -0.0654 -2.956 2.415 0.013 -0.80
H 2.9371 -0.0124 1.4880 -0.492 -0.547 -1.895 0.21
H 0.4839 1.9530 0.8747 -0.023 -1.000 -0.970 0.24
C -1.7268 -1.9511 -0.0410 2.099 -1.160 -0.291 -0.40
```
Positions in Å, forces in eV/Å.

=====

No. 4
This record from OMol25 describes a 2-piece molecular cluster, C5H12Br3NSi overall in a non-equilibrium geometry. The level of theory is ωB97M-V/def2-TZVPD.

Values from the calculation:
Lowest unoccupied orbital energy (spin up / spin down): -0.00037 / -0.00037 Ha
HOMO energy (spin up / spin down): -8.6 / -8.6 eV
SMILES string: CC(C)(C)N=[Si](Br)Br.CBr
Energy above the lowest of the compared OMol25 structures with the same formula, charge and spin: 66.9 kcal per mole
Max |F|: 0.09927 hartree/bohr
Orbital gap (spin up / spin down): 8.59 / 8.59 eV

The geometry in XYZ format:
```
22
Properties=species:S:1:pos:R:3:forces:R:3:nbo_charge:R:1
H 1.1244 -1.2018 2.2864 -0.132 0.290 -0.873 0.24
H -1.3266 -0.9898 -1.8666 -0.282 -0.307 1.185 0.20
H 1.7142 0.2098 -1.4057 0.281 -0.703 -0.017 0.21
H -0.4208 -1.6977 -0.5007 -0.990 1.677 0.045 0.21
Br 2.4851 0.8521 3.0389 -0.061 0.091 -0.465 0.00
C -1.0786 -0.7859 -0.7785 -0.212 -1.978 -1.470 -0.61
H 2.8411 -1.5233 2.6145 3.280 -2.107 -1.377 0.20
H 0.5207 -0.4271 -2.5846 0.028 -1.979 -1.741 0.20
C -1.3802 1.5387 -1.6067 2.053 0.079 0.418 -0.59
Si 0.9613 2.4647 0.6143 -1.276 -2.196 -0.178 1.48
N 0.1333 1.0921 0.2943 0.635 2.234 0.444 -1.18
C -0.3632 0.5211 -0.9634 0.582 1.716 0.107 0.12
H -2.3025 1.5179 -1.1085 -1.308 0.147 0.826 0.21
H 1.7314 -1.2466 3.9004 0.283 -0.256 -0.571 0.22
Br 2.6962 3.4139 -0.3502 0.001 -0.144 -0.078 -0.27
C 0.8001 0.3419 -1.9655 -0.498 -0.474 3.353 -0.61
H -0.9425 2.5484 -1.5871 -0.157 -0.223 0.275 0.19
Br 0.3400 3.8839 2.1616 0.019 -0.207 0.031 -0.25
H 0.9280 1.1951 -2.4932 0.340 2.804 -1.856 0.20
C 2.0149 -1.0305 2.8532 -3.374 2.185 3.147 -0.60
H -1.5363 1.3552 -2.6395 -0.259 -0.620 -1.094 0.20
H -2.0515 -0.7416 -0.2304 1.048 -0.027 -0.113 0.22
```
Positions in Å, forces in eV/Å.

=====

No. 5
This record from OMol25 describes an isolated ion of composition C5H12BrN2 and charge +1 in a non-equilibrium geometry. The level of theory is ωB97M-V/def2-TZVPD.

Values from the calculation:
⟨S²⟩: 2.0093
Lowest unoccupied orbital energy (spin up / spin down): -0.11809 / -0.19952 Ha
HOMO energy (spin up / spin down): -12.3 / -13.5 eV
Energy above the lowest of the compared OMol25 structures with the same formula, charge and spin: 34.3 kcal per mole
Charge: +1
Max |F|: 0.09921 hartree/bohr
Orbital gap (spin up / spin down): 9.04 / 8.08 eV
2S+1: 3

The geometry in XYZ format:
```
20
Properties=species:S:1:pos:R:3:forces:R:3:lowdin_spin:R:1
H 1.0861 -0.3192 -1.4113 1.813 -1.450 0.019 0.00
H -1.5711 -0.8017 0.2303 1.851 0.826 -0.754 0.00
C 0.0977 -0.1375 -1.1614 -3.649 2.654 1.925 0.03
H -0.8812 1.6710 -0.2894 -1.060 -0.341 0.520 0.01
N -0.5445 -0.9768 -0.0394 -0.605 -0.996 -0.520 0.07
N 1.0551 1.3939 0.3926 0.617 1.024 -0.076 0.73
H 1.2875 -0.8023 1.0854 2.011 0.065 -0.638 0.02
H 1.8736 2.7629 1.6762 0.784 -0.627 1.098 0.01
H 0.1488 1.9281 -1.5332 0.891 -0.053 0.817 0.04
Br -0.4418 -0.5523 2.8219 -0.198 -0.583 -0.857 0.15
H 0.3015 3.3063 1.3909 0.392 -1.637 -0.764 0.01
H -1.1907 -2.6125 -1.4813 0.996 1.156 2.051 0.01
H -0.9079 -3.1232 0.3258 -0.441 1.842 -1.071 0.00
C 0.9173 2.3197 1.4913 -2.031 2.048 -1.262 0.08
H 0.3225 1.7843 2.2441 1.082 0.302 0.444 0.04
H 0.3403 -2.7692 -0.5884 2.869 -0.243 -0.898 0.00
C 0.2722 -0.9416 1.1351 -1.908 -0.432 2.456 0.66
H -0.5644 -0.1694 -1.9943 -0.403 -0.499 -0.736 0.00
C 0.0707 1.2858 -0.6068 0.164 0.929 -1.482 0.10
C -0.5934 -2.3616 -0.4960 -3.173 -3.985 -0.271 0.04
```
Positions in Å, forces in eV/Å.

=====

No. 6
This record from OMol25 describes an isolated ion of composition C5H12BrN2 and charge +1 in a non-equilibrium geometry. The level of theory is ωB97M-V/def2-TZVPD.

Values from the calculation:
⟨S²⟩: 2.0096
Lowest unoccupied orbital energy (spin up / spin down): -0.11167 / -0.20944 Ha
HOMO energy (spin up / spin down): -11.5 / -13.7 eV
Energy above the lowest of the compared OMol25 structures with the same formula, charge and spin: 0.0 kcal per mole
Charge: +1
Max |F|: 0.04186 hartree/bohr
Orbital gap (spin up / spin down): 8.48 / 7.97 eV
2S+1: 3

The geometry in XYZ format:
```
20
Properties=species:S:1:pos:R:3:forces:R:3:lowdin_spin:R:1
C -0.2463 0.9403 -0.9214 -0.466 0.430 0.373 0.03
H 2.0624 -1.2918 -2.0615 -0.098 0.005 0.122 0.00
N 0.5027 -0.3579 -0.9827 -0.418 -0.090 -0.039 0.05
H 1.9187 -0.2738 0.6483 -0.091 0.043 -0.047 0.01
H 2.3209 0.4268 -1.7050 -0.142 -0.022 0.088 0.00
H -1.9248 0.4857 2.8629 -0.257 -0.113 0.259 0.04
C 0.9852 -0.7215 0.3420 1.470 -1.557 -0.218 0.63
H -1.7717 1.8035 0.3005 -0.200 -0.043 -0.161 0.03
H -1.5692 -1.0588 2.1037 0.092 0.234 -0.108 0.03
H 1.1727 -0.0571 -2.9695 -0.136 0.035 0.082 0.00
N -0.5119 0.6446 1.4236 -0.291 0.118 -0.343 0.82
H -0.3888 -0.2992 3.2304 -0.055 -0.179 0.025 0.00
C -1.1123 -0.1157 2.4388 -0.590 0.436 0.915 0.10
C -1.2501 0.8411 0.2231 -0.091 0.393 -0.001 0.08
H -2.0048 0.0615 0.0227 0.038 0.113 0.123 0.01
Br 0.6674 -2.4888 0.8758 0.206 0.491 -0.344 0.14
H -0.1722 -1.0837 -1.2556 0.129 0.124 0.010 0.00
H 0.4730 1.7323 -0.7021 0.020 -0.159 -0.093 0.00
C 1.5798 -0.3180 -1.9941 0.723 -0.101 -0.622 0.03
H -0.7308 1.1306 -1.8798 0.155 -0.158 -0.020 0.00
```
Positions in Å, forces in eV/Å.